Record 1
{"formula": "C2H5N5O", "method": "the ωB97M-V functional and the def2-TZVPD basis", "elements": ["C", "C", "H", "H", "H", "H", "H", "N", "N", "N", "N", "N", "O"], "xyz": [[-2.257, -0.154, -0.078], [1.273, -0.197, 0.053], [-2.348, -1.302, -0.522], [-2.228, -0.019, 1.053], [-2.996, 0.764, -0.387], [3.111, 1.021, 0.267], [-0.370, -1.742, -0.270], [-0.868, 0.274, -0.186], [-0.205, 1.343, -0.041], [0.996, 1.268, 0.121], [2.400, -0.682, 0.107], [-0.002, -0.773, 0.128], [3.493, 0.199, -0.245]], "homo_energy_ev": -8.4, "e_above_lowest_kcal_mol": 142.4, "spin_multiplicity": 1, "smiles": "Cn1nn/c(=N\\O)[nH]1", "gap_ev": 8.582, "energy_ev": -11646.3698}

---

Record 2
{"formula": "C2H5N5O", "method": "the ωB97M-V functional and the def2-TZVPD basis", "elements": ["C", "C", "H", "H", "H", "H", "H", "N", "N", "N", "N", "N", "O"], "xyz": [[0.046, -0.565, 0.573], [-0.099, 0.511, -1.344], [-0.857, -0.903, 3.555], [0.191, 0.709, 2.902], [0.272, -2.126, -0.610], [0.752, 0.938, -2.980], [0.232, 2.622, -2.068], [-0.742, -0.147, 2.665], [-0.148, -1.140, 1.706], [0.707, -1.212, -0.473], [0.274, -0.721, -1.701], [-0.083, 1.528, -2.289], [-0.543, 0.505, 0.064]], "homo_energy_ev": -8.1, "e_above_lowest_kcal_mol": 129.3, "spin_multiplicity": 1, "gap_ev": 8.365, "energy_ev": -11646.9399}

---

Record 3
{"formula": "C2H5N5O", "method": "the ωB97M-V functional and the def2-TZVPD basis", "elements": ["C", "C", "H", "H", "H", "H", "H", "N", "N", "N", "N", "N", "O"], "xyz": [[1.393, 0.776, 0.431], [-0.920, 0.224, 0.358], [-0.807, -2.412, -0.446], [-1.340, -1.638, -1.744], [3.469, 0.801, 0.078], [-0.295, 2.022, 1.313], [-2.633, -0.146, 0.023], [-0.492, -1.725, -1.023], [-0.098, -0.577, -0.425], [1.219, -0.187, -0.553], [0.112, 1.077, 0.942], [-2.186, 0.321, 0.782], [2.577, 1.464, 0.263]], "homo_energy_ev": -8.0, "e_above_lowest_kcal_mol": 79.4, "spin_multiplicity": 1, "smiles": "[H]/N=c1/[nH]c(O)nn1N", "gap_ev": 8.337, "energy_ev": -11649.1018}

---

Record 4
{"formula": "C2H5N5O", "method": "the ωB97M-V functional and the def2-TZVPD basis", "elements": ["C", "C", "H", "H", "H", "H", "H", "N", "N", "N", "N", "N", "O"], "xyz": [[0.542, 0.163, 0.491], [-0.160, 1.833, 1.638], [0.219, -2.544, -0.894], [1.949, -2.031, -1.274], [0.086, 2.551, 2.397], [-1.780, -0.766, -0.497], [-0.792, -0.226, -1.802], [0.825, -1.581, -1.126], [1.189, -0.908, 0.248], [-1.035, 1.797, 0.620], [-0.576, 0.637, -0.137], [-1.414, 0.004, -1.063], [0.947, 1.070, 1.397]], "homo_energy_ev": -8.6, "e_above_lowest_kcal_mol": 104.1, "spin_multiplicity": 1, "smiles": "N/N=c1/ocnn1N", "gap_ev": 9.359, "energy_ev": -11648.0315}

---

Record 5
{"formula": "C2H5N5O3", "method": "the ωB97M-V functional and the def2-TZVPD basis", "elements": ["C", "C", "H", "H", "H", "H", "H", "N", "N", "N", "N", "N", "O", "O", "O"], "xyz": [[1.240, 1.041, 0.039], [-0.905, -0.356, 0.001], [0.912, 1.272, -0.991], [1.469, 1.934, 0.629], [2.092, 0.364, -0.045], [-2.313, -0.240, 1.581], [-2.702, -1.121, 0.106], [0.168, 0.261, 0.670], [0.090, 0.148, 2.031], [-2.037, -0.584, 0.674], [-0.887, -0.696, -1.234], [0.320, -0.849, -1.851], [0.949, 0.746, 2.629], [0.427, -0.360, -2.958], [1.177, -1.561, -1.279]], "homo_energy_ev": -10.1, "e_above_lowest_kcal_mol": 47.2, "spin_multiplicity": 1, "smiles": "CN(N=O)/C(N)=N\\[N+](=O)[O-]", "gap_ev": 9.713, "energy_ev": -15742.4756}

---

Record 6
{"formula": "C2H5N5S", "method": "the ωB97M-V functional and the def2-TZVPD basis", "elements": ["C", "C", "H", "H", "H", "H", "H", "N", "N", "N", "N", "N", "S"], "xyz": [[0.546, -0.081, 1.330], [-0.211, -0.835, -0.543], [-1.106, 1.817, -1.867], [-0.049, 0.480, -2.607], [0.254, 1.917, 1.162], [0.417, -1.093, 3.322], [-0.275, -2.523, -1.485], [-0.138, 1.285, -1.645], [-0.443, 0.595, -0.453], [0.487, 1.021, 0.534], [0.134, -1.204, 0.792], [-0.545, -1.485, -1.625], [0.930, 0.106, 3.086]], "homo_energy_ev": -9.0, "e_above_lowest_kcal_mol": 49.1, "spin_multiplicity": 1, "smiles": "[H]/N=c1\\nc(S)[nH]n1N", "gap_ev": 9.505, "energy_ev": -20437.4774}

---

Record 7
{"formula": "C2H5N7", "method": "the ωB97M-V functional and the def2-TZVPD basis", "elements": ["C", "C", "H", "H", "H", "H", "H", "N", "N", "N", "N", "N", "N", "N"], "xyz": [[-1.978, 0.083, -0.036], [0.950, -0.903, 0.112], [-2.218, 1.875, -0.515], [-3.000, 0.036, 0.124], [-2.182, -2.025, 0.143], [2.642, 1.525, 0.614], [0.196, 1.204, 0.281], [-1.371, 1.226, -0.426], [-1.472, -1.233, 0.050], [-0.110, -1.651, -0.237], [2.292, -1.299, -0.154], [3.011, -0.196, -0.396], [2.289, 0.963, -0.081], [0.951, 0.395, 0.521]], "homo_energy_ev": -8.4, "e_above_lowest_kcal_mol": 87.6, "spin_multiplicity": 1, "smiles": "[H]/N=C/N/N=c1/nn[nH][nH]1", "gap_ev": 8.246, "energy_ev": -12580.4060}

---

Record 8
{"formula": "C2H5NO", "method": "the ωB97M-V functional and the def2-TZVPD basis", "elements": ["C", "C", "H", "H", "H", "H", "H", "N", "O"], "xyz": [[-1.703, -0.119, 0.073], [1.782, 0.024, 0.054], [-2.175, 0.657, 0.754], [-1.645, -1.110, 0.743], [-2.212, -0.291, -0.891], [1.934, 1.235, 0.396], [2.621, -0.632, 0.051], [0.595, -0.429, -0.080], [-0.394, 0.464, -0.157]], "homo_energy_ev": -9.4, "e_above_lowest_kcal_mol": 87.2, "spin_multiplicity": 1, "smiles": "C=NOC", "gap_ev": 10.629, "energy_ev": -5689.4470}

---

Record 9
{"formula": "C2H5NO", "method": "the ωB97M-V functional and the def2-TZVPD basis", "elements": ["C", "N", "C", "O", "H", "H", "H", "H", "H"], "xyz": [[-1.019, 0.136, 0.280], [0.161, 0.160, -0.527], [1.431, -0.383, -0.094], [1.574, -1.277, 0.708], [-0.693, -0.082, 1.301], [-1.523, 1.114, 0.278], [-1.704, -0.636, -0.056], [0.081, 0.307, -1.528], [1.699, 0.661, -0.396]], "homo_energy_ev": -9.3, "e_above_lowest_kcal_mol": 62.1, "spin_multiplicity": 1, "smiles": "CNC=O", "gap_ev": 10.255, "energy_ev": -5690.5384}

---

Record 10
{"formula": "C2H5NO", "method": "the ωB97M-V functional and the def2-TZVPD basis", "elements": ["C", "C", "N", "O", "H", "H", "H", "H", "H"], "xyz": [[0.527, -0.024, 0.148], [-0.215, -1.226, -0.115], [-0.291, 1.203, 0.204], [-1.492, 1.175, -0.204], [1.128, -0.069, 1.061], [1.208, 0.200, -0.682], [-0.065, -2.115, 0.464], [-1.031, -1.199, -0.812], [0.232, 2.055, -0.063]], "homo_energy_ev": [-8.6, -8.5], "e_above_lowest_kcal_mol": 115.0, "spin_multiplicity": 1, "gap_ev": [9.267, 8.599], "energy_ev": -5688.2416}